(i)
This record from OMol25 describes a 3-piece molecular cluster, C4H10O3 overall. The level of theory is wB97M-V/def2-TZVPD.

```
! RIJCOSX wB97M-V def2-TZVPD def2/J DEFGRID3
* xyz 0 1
C 1.430 1.944 0.902
C 0.640 0.852 0.872
O -0.724 0.989 0.807
C 1.090 -0.549 0.873
C 0.758 -1.351 -0.141
H 0.990 2.838 1.328
H 2.482 1.868 0.705
H -1.013 1.761 1.274
H 1.927 -0.805 1.508
H 0.088 -1.080 -0.951
H 1.112 -2.362 -0.329
H -2.899 1.630 3.575
H -1.797 0.932 4.185
O -1.918 1.658 3.562
H -1.074 -2.657 -5.973
H -0.242 -3.843 -5.602
O -0.260 -3.092 -6.221
*
```

Calculated values
LUMO = 0.640 eV
HOMO-LUMO gap = 9.08 eV
SMILES string = C=CC(=C)O.O.O
HOMO energy = -8.442 eV

Here are the Mulliken charges for atoms 1 to 6, given in e: -0.86 0.62 -0.47 -0.38 -0.57 0.24

=====

(ii)
This record from OMol25 describes a 2-piece molecular cluster, C4H10O3 overall. The level of theory is wB97M-V/def2-TZVPD.

```
! RIJCOSX wB97M-V def2-TZVPD def2/J DEFGRID3
* xyz 0 1
C 0.527 -0.605 0.451
O 1.331 -1.651 0.943
C -0.740 -0.319 1.274
C -1.541 0.938 0.774
C -0.632 1.971 0.198
O -0.016 2.782 0.839
H 1.124 0.286 0.258
H 0.217 -0.948 -0.550
H 1.196 -1.807 1.855
H -1.328 -1.220 1.418
H -0.378 -0.007 2.264
H -2.108 1.210 1.663
H -2.253 0.603 0.016
H -0.512 2.023 -0.901
H 1.105 -0.702 -3.241
H 2.012 -1.759 -3.685
O 1.996 -0.796 -3.575
*
```

Calculated values
LUMO = 0.599 eV
HOMO-LUMO gap = 10.69 eV
SMILES string = O=CCCCO.O
HOMO energy = -10.088 eV

Here are the Mulliken charges for atoms 1 to 6, given in e: -0.32 -0.51 -0.72 -0.40 -0.13 -0.46

=====

Stability, lowest: (i)

=====

(i)
This record from OMol25 describes a 2-piece molecular cluster, C4H10O3 overall. The level of theory is wB97M-V/def2-TZVPD.

```
! RIJCOSX wB97M-V def2-TZVPD def2/J DEFGRID3
* xyz 0 1
C -0.052 0.229 1.937
C 1.352 0.727 -0.053
C 0.287 1.064 0.719
C -0.931 -0.640 -2.599
O -0.371 -0.495 -1.314
O -0.809 -0.907 1.591
O 1.146 -0.148 2.585
H 0.929 -0.827 3.235
H -0.477 -1.258 0.750
H -0.685 0.798 2.631
H 1.697 1.371 -0.846
H 1.896 -0.189 0.110
H -0.061 2.089 0.737
H -0.721 0.289 -0.628
H -0.288 -1.319 -3.163
H -1.927 -1.092 -2.551
H -0.985 0.310 -3.141
*
```

Calculated values
LUMO = 0.813 eV
HOMO-LUMO gap = 10.36 eV
SMILES string = C=CC(O)O.CO
HOMO energy = -9.549 eV

Here are the Mulliken charges for atoms 1 to 6, given in e: 0.24 -0.27 -0.77 -0.70 -0.47 -0.55

=====

(ii)
This record from OMol25 describes a 3-piece molecular cluster, C4H10O3 overall. The level of theory is wB97M-V/def2-TZVPD.

```
! RIJCOSX wB97M-V def2-TZVPD def2/J DEFGRID3
* xyz 0 1
C -0.680 -1.789 1.484
C -0.345 -0.631 0.859
O 0.661 0.166 1.244
C -1.019 -0.114 -0.346
C -1.194 1.208 -0.512
H 0.125 -2.319 1.979
H -1.661 -2.216 1.380
H 1.168 -0.141 2.001
H -1.716 -0.768 -0.856
H -0.904 1.895 0.267
H -1.594 1.527 -1.466
H 1.705 0.879 4.438
H 1.951 -0.665 4.228
O 1.704 0.161 3.815
H 0.139 1.552 -6.198
H 1.105 0.445 -6.519
O 0.555 0.809 -5.800
*
```

Calculated values
LUMO = 0.548 eV
HOMO-LUMO gap = 8.42 eV
SMILES string = C=CC(=C)O.O.O
HOMO energy = -7.871 eV

Here are the Mulliken charges for atoms 1 to 6, given in e: -0.92 0.91 -0.42 -0.51 -0.63 0.21

=====

Stability, lowest: (i)

=====

(i)
This record from OMol25 describes an isolated molecule of C3H6N2O. The level of theory is wB97M-V/def2-TZVPD.

```
! RIJCOSX wB97M-V def2-TZVPD def2/J DEFGRID3
* xyz 0 1
C 1.233 0.054 0.100
C 0.579 1.310 -0.092
C -0.810 0.605 -0.100
N -0.168 -0.638 -0.279
N -0.748 -1.884 0.056
O 2.344 -0.300 0.325
H 0.644 2.100 0.760
H 0.917 1.750 -1.069
H -1.396 0.779 0.782
H -1.522 0.987 -0.935
H -0.535 -2.242 1.059
H -0.539 -2.523 -0.608
*
```

Calculated values
LUMO = 0.917 eV
HOMO-LUMO gap = 10.08 eV
SMILES string = NN1CCC1=O
HOMO energy = -9.160 eV

Here are the Mulliken charges for atoms 1 to 6, given in e: 0.34 -0.29 -0.44 0.14 -0.60 -0.52

=====

(ii)
This record from OMol25 describes C3H6N2O as an isolated structure. The level of theory is wB97M-V/def2-TZVPD.

```
! RIJCOSX wB97M-V def2-TZVPD def2/J DEFGRID3
* xyz 0 1
O -1.074 1.094 1.835
C -0.459 0.505 0.971
N -0.980 0.664 -0.557
C -0.417 -0.535 -0.767
C 1.039 -0.477 -0.381
N 0.979 0.415 0.769
H -1.996 0.663 -0.568
H -0.831 -1.309 -1.416
H -0.642 -0.843 0.882
H 1.428 -1.467 -0.124
H 1.634 -0.060 -1.203
H 1.319 1.352 0.558
*
```

Calculated values
LUMO = -0.232 eV
HOMO-LUMO gap = 8.65 eV
HOMO energy = -8.886 eV

Here are the Mulliken charges for atoms 1 to 6, given in e: -0.55 0.22 -0.39 -0.19 -0.35 -0.36

=====

Stability, lowest: (ii)

=====

(i)
This record from OMol25 describes a 2-piece molecular cluster, C3H6N2O overall. The level of theory is wB97M-V/def2-TZVPD.

```
! RIJCOSX wB97M-V def2-TZVPD def2/J DEFGRID3
* xyz 0 1
C 0.746 -1.166 -0.689
C -0.175 -0.161 -0.670
N 0.396 1.072 -0.482
C 1.685 0.802 -0.424
N 1.961 -0.498 -0.582
H 0.737 -2.230 -0.800
H -1.223 -0.417 -0.703
H 2.446 1.556 -0.319
H 2.822 -0.901 -0.256
H -2.400 0.846 1.674
H -3.823 0.758 1.349
O -3.172 0.339 1.903
*
```

Calculated values
LUMO = 0.859 eV
HOMO-LUMO gap = 9.92 eV
SMILES string = c1c[nH]cn1.O
HOMO energy = -9.062 eV

Here are the Mulliken charges for atoms 1 to 6, given in e: -0.27 -0.28 -0.57 -0.16 -0.10 0.40

=====

(ii)
This record from OMol25 describes C3H6N2O as an isolated structure. The level of theory is wB97M-V/def2-TZVPD.

```
! RIJCOSX wB97M-V def2-TZVPD def2/J DEFGRID3
* xyz 0 1
C 1.170 -0.459 -0.833
C 0.441 -0.760 0.403
C 1.387 0.758 -0.367
N -1.277 -0.264 0.383
N -1.490 0.791 -0.346
O 0.847 0.474 0.895
H 1.110 -0.919 -1.878
H 0.553 -1.612 0.983
H 1.638 1.760 -0.723
H -1.576 -0.186 1.390
H -1.780 -1.187 0.032
H -1.025 1.604 0.062
*
```

Calculated values
LUMO = 0.592 eV
HOMO-LUMO gap = 8.02 eV
HOMO energy = -7.424 eV

Here are the Mulliken charges for atoms 1 to 6, given in e: -0.14 -0.20 -0.30 0.03 -0.89 -0.44

=====

Stability, lowest: (ii)

=====

(i)
This record from OMol25 describes C3H6N2O as an isolated structure. The level of theory is wB97M-V/def2-TZVPD.

```
! RIJCOSX wB97M-V def2-TZVPD def2/J DEFGRID3
* xyz 0 1
C 1.051 0.256 1.332
C 0.664 1.461 1.066
C 0.479 -0.168 -0.082
N -1.389 -0.954 -1.451
N -0.902 -0.930 -0.140
O 0.171 1.233 -0.260
H 1.661 0.026 2.143
H 0.639 2.473 1.554
H 1.149 -0.462 -0.813
H -2.081 -0.214 -1.476
H -0.736 -0.915 -2.172
H -0.707 -1.806 0.299
*
```

Calculated values
LUMO = 1.115 eV
HOMO-LUMO gap = 10.40 eV
HOMO energy = -9.281 eV

Here are the Mulliken charges for atoms 1 to 6, given in e: -0.56 -0.16 0.22 -0.53 -0.34 -0.39

=====

(ii)
This record from OMol25 describes an isolated molecule of C3H6N2O. The level of theory is wB97M-V/def2-TZVPD.

```
! RIJCOSX wB97M-V def2-TZVPD def2/J DEFGRID3
* xyz 0 1
N 0.907 -0.119 0.769
C 0.002 0.704 0.069
C -0.480 -0.659 -0.957
O 0.439 -1.521 -1.529
C -0.777 1.528 0.913
N -1.434 2.142 1.640
H 1.677 0.395 1.149
H 0.400 -0.606 1.494
H 0.492 1.328 -0.653
H -1.231 -1.143 -0.332
H -0.897 -0.097 -1.761
H 0.902 -1.953 -0.800
*
```

Calculated values
LUMO = 0.695 eV
HOMO-LUMO gap = 10.54 eV
SMILES string = N#C[C@@H](N)CO
HOMO energy = -9.843 eV

Here are the Mulliken charges for atoms 1 to 6, given in e: -0.55 -0.17 -0.54 -0.46 0.35 -0.42

=====

Stability, lowest: (i)